No. 1
{"formula": "C49H40FIN3P2Rh", "method": "ωB97M-V/def2-TZVPD", "elements": ["Rh", "C", "C", "N", "C", "C", "C", "C", "C", "C", "C", "C", "C", "N", "C", "H", "H", "H", "H", "H", "H", "H", "H", "I", "C", "C", "C", "C", "C", "N", "H", "H", "H", "H", "F", "C", "C", "C", "C", "C", "C", "C", "H", "H", "H", "H", "H", "H", "C", "P", "C", "C", "C", "C", "C", "C", "C", "C", "C", "C", "C", "C", "P", "C", "C", "C", "C", "C", "C", "C", "C", "C", "C", "C", "C", "H", "H", "H", "H", "H", "H", "H", "H", "H", "H", "H", "H", "H", "H", "H", "H", "H", "H", "H", "H", "H", "H"], "xyz": [[1.706972, -0.849995, -0.821099], [3.331819, -1.731569, 3.364588], [3.067385, -1.081157, 2.155333], [2.367247, -1.634150, 1.186166], [1.890111, -2.889452, 1.359811], [2.109580, -3.622640, 2.536577], [2.849702, -3.000033, 3.558523], [1.581375, -4.946178, 2.652707], [0.867483, -5.495567, 1.646435], [0.601330, -4.765470, 0.445195], [-0.206874, -5.281325, -0.582984], [-0.493346, -4.493594, -1.667610], [0.049566, -3.212363, -1.740009], [0.858139, -2.721149, -0.813616], [1.118125, -3.467721, 0.295818], [3.905862, -1.224291, 4.127045], [3.435939, -0.077319, 1.984583], [3.032237, -3.529122, 4.485884], [1.765954, -5.497510, 3.566592], [0.466070, -6.497716, 1.733152], [-0.615818, -6.280458, -0.494704], [-1.136102, -4.835761, -2.466461], [-0.189087, -2.575027, -2.576907], [3.495367, 1.275060, -0.869549], [4.524485, -0.483929, -1.414023], [5.878133, -0.570716, -1.642824], [6.370260, -1.824087, -1.991604], [5.499736, -2.899734, -2.091336], [4.152889, -2.699692, -1.838195], [3.677074, -1.498662, -1.503516], [6.519453, 0.295176, -1.560903], [7.426785, -1.952701, -2.187766], [5.855555, -3.882380, -2.366166], [3.428288, -3.501336, -1.910189], [-2.164505, 3.380037, -4.700342], [-1.300241, 2.447818, -4.295426], [-1.735525, 1.143460, -4.159733], [-0.830394, 0.182425, -3.737801], [0.491092, 0.510146, -3.421295], [1.440997, -0.508239, -2.905306], [0.896074, 1.836516, -3.614813], [0.010669, 2.808512, -4.048033], [-2.761001, 0.897020, -4.402404], [-1.165169, -0.846153, -3.653562], [2.453156, -0.260123, -3.218904], [1.205301, -1.498066, -3.291977], [1.926145, 2.114188, -3.425945], [0.319160, 3.833994, -4.204891], [-0.693368, 1.687800, -0.733611], [-0.232733, 0.071402, 0.022120], [-1.644071, -1.067710, -0.111301], [-1.808548, -2.179947, 0.717474], [-2.862412, -3.056937, 0.520739], [-3.762343, -2.852746, -0.516944], [-3.590207, -1.773101, -1.369428], [-2.537851, -0.889112, -1.171527], [0.044912, 0.540813, 1.769369], [1.017951, 1.515428, 2.007754], [1.326716, 1.926514, 3.292829], [0.663566, 1.364701, 4.375842], [-0.329353, 0.425212, 4.150946], [-0.645241, 0.022759, 2.859732], [-2.466292, 2.305297, -0.588504], [-2.177170, 4.090372, -0.782441], [-1.066904, 4.629743, -1.427231], [-0.964874, 6.001483, -1.619355], [-1.968505, 6.845283, -1.171458], [-3.084061, 6.313072, -0.535666], [-3.191721, 4.946058, -0.347626], [-2.764132, 2.182272, 1.215800], [-3.672060, 1.222692, 1.658869], [-3.947858, 1.085274, 3.013698], [-3.322028, 1.915053, 3.932222], [-2.416550, 2.876405, 3.499158], [-2.136098, 3.010100, 2.149087], [-0.436922, 1.657558, -1.792360], [-0.035269, 2.418970, -0.256205], [-1.105390, -2.392493, 1.511278], [-2.982510, -3.903705, 1.185615], [-4.594062, -3.531378, -0.657149], [-4.286433, -1.600990, -2.180119], [-2.441043, -0.038758, -1.829542], [1.537554, 1.986548, 1.180794], [2.074039, 2.694929, 3.447254], [0.895208, 1.685097, 5.383871], [-0.893880, 0.021509, 4.982299], [-1.482484, -0.643517, 2.725109], [-0.275043, 3.988538, -1.802105], [-0.099302, 6.409612, -2.126296], [-1.887986, 7.913821, -1.321440], [-3.875052, 6.965571, -0.188904], [-4.068168, 4.542820, 0.146889], [-4.179453, 0.590345, 0.937318], [-4.670147, 0.349674, 3.346716], [-3.551803, 1.827303, 4.987347], [-1.939960, 3.533349, 4.216845], [-1.448098, 3.778014, 1.813746]], "forces_ev_per_a": [[0.6, -0.1, -0.4], [0.0, -0.1, 0.1], [0.0, 0.0, 0.0], [-0.3, 0.1, -0.1], [0.1, 0.0, 0.1], [0.0, 0.2, -0.2], [0.0, 0.1, 0.0], [-0.1, -0.2, 0.0], [0.0, -0.1, 0.2], [0.0, 0.2, -0.1], [0.0, 0.1, 0.0], [0.0, -0.1, 0.0], [0.1, 0.0, -0.1], [0.0, 0.3, 0.0], [-0.1, -0.2, 0.0], [0.0, 0.0, 0.0], [0.0, 0.0, 0.0], [0.0, 0.0, 0.0], [0.0, 0.0, 0.0], [0.0, 0.0, 0.0], [0.0, 0.0, 0.0], [0.0, 0.0, 0.0], [0.0, 0.0, 0.0], [-0.1, -0.3, 0.0], [0.0, 0.1, 0.0], [0.0, 0.0, 0.0], [0.0, 0.0, 0.0], [0.0, 0.0, 0.0], [0.1, -0.1, -0.1], [-0.1, -0.1, 0.3], [0.0, 0.0, 0.0], [0.0, 0.0, 0.0], [0.0, 0.0, 0.0], [0.0, 0.0, 0.0], [0.0, 0.0, 0.0], [-0.1, 0.0, 0.0], [0.0, 0.0, 0.0], [0.2, 0.0, 0.0], [0.0, 0.0, -0.2], [-0.3, 0.0, 0.4], [0.0, -0.1, -0.1], [0.1, 0.0, -0.1], [0.0, 0.0, 0.0], [0.0, 0.0, 0.0], [0.0, 0.0, -0.1], [0.1, 0.0, -0.1], [0.0, 0.0, 0.0], [0.0, 0.0, 0.0], [0.0, -0.3, 0.2], [-0.4, 0.6, 0.0], [0.0, 0.1, -0.2], [0.1, 0.0, 0.0], [0.0, 0.0, 0.1], [0.0, 0.0, 0.0], [0.0, 0.0, 0.0], [0.0, 0.0, 0.1], [0.0, -0.1, 0.0], [0.1, 0.0, -0.1], [0.0, 0.0, 0.0], [0.0, 0.0, 0.0], [0.0, 0.0, 0.0], [0.0, -0.1, 0.0], [0.0, -0.2, 0.0], [0.1, 0.1, 0.0], [0.0, 0.0, 0.0], [0.0, 0.0, 0.0], [0.0, 0.0, 0.0], [0.0, 0.0, 0.0], [0.0, 0.0, 0.0], [0.1, 0.0, 0.0], [0.0, 0.0, -0.1], [0.0, 0.0, 0.1], [-0.1, 0.0, 0.0], [0.0, 0.1, 0.0], [-0.1, 0.0, 0.0], [-0.1, 0.0, 0.3], [0.1, -0.1, 0.0], [0.0, 0.1, 0.1], [0.0, 0.0, 0.0], [0.0, 0.0, 0.0], [0.0, 0.0, 0.0], [0.0, 0.0, 0.1], [0.0, 0.0, 0.0], [0.0, 0.0, 0.0], [0.0, 0.0, 0.0], [0.0, 0.0, 0.0], [0.0, -0.1, -0.1], [-0.1, 0.1, 0.1], [0.0, 0.0, 0.0], [0.0, 0.0, 0.0], [0.0, 0.0, 0.0], [0.0, 0.0, 0.0], [0.0, 0.0, 0.0], [0.0, 0.0, 0.0], [0.0, 0.0, 0.0], [0.0, 0.0, 0.0], [0.0, 0.0, 0.0]], "fmax_ev_per_a": 0.75, "homo_lumo_gap_ev": 6.3, "charge": 2}


No. 2
{"formula": "C6H34N2O10", "method": "ωB97M-V/def2-TZVPD", "elements": ["C", "C", "C", "C", "N", "C", "C", "N", "H", "H", "H", "H", "H", "H", "H", "H", "H", "H", "H", "H", "H", "H", "H", "H", "O", "H", "H", "O", "H", "H", "O", "H", "H", "O", "H", "H", "O", "H", "H", "O", "H", "H", "O", "H", "H", "O", "H", "H", "O", "H", "H", "O"], "xyz": [[1.951543, -3.061100, -1.248670], [1.035238, -2.570787, -0.118846], [-0.017164, -1.596765, -0.459032], [0.056827, -0.275600, -0.696622], [-1.103570, 0.480843, -0.981738], [-0.895942, 1.948687, -1.116236], [-0.577653, 2.189174, -2.621193], [3.185404, -2.280032, -1.417751], [2.315566, -4.109112, -1.162874], [1.443762, -3.126047, -2.225038], [1.713408, -2.123918, 0.593412], [0.631053, -3.465828, 0.409097], [-0.975262, -2.007375, -0.769477], [0.972208, 0.270559, -0.577396], [-1.580028, 0.123774, -1.813928], [-1.736603, 2.524453, -0.757806], [0.077701, 2.155079, -0.706566], [-0.144924, 3.167604, -2.746622], [-1.466099, 2.333789, -3.239090], [0.021982, 1.403396, -3.076792], [2.957068, -1.341785, -1.706200], [3.874898, -2.211678, -0.681273], [-0.197936, 2.798140, 2.223959], [-0.910514, 4.104945, 2.000457], [-0.035444, 3.754136, 2.227499], [1.244377, -1.273921, 3.166137], [0.082860, -1.190870, 2.148990], [0.434304, -0.801268, 2.959699], [1.162699, 2.658808, 3.420156], [0.566587, 1.200992, 3.282786], [1.349090, 1.717080, 3.515562], [-2.391420, -0.353096, 2.716849], [-3.618641, -0.619403, 1.784529], [-3.240472, -0.824070, 2.648517], [-2.197363, -1.626574, -3.903872], [-0.896919, -0.885504, -4.017902], [-1.823184, -0.742064, -3.785949], [4.148873, 0.957771, -0.383162], [3.240760, 0.368138, 0.775098], [3.487144, 0.280379, -0.170147], [-2.478257, 1.201877, -0.818803], [-3.780285, 1.714303, 0.003140], [-3.335101, 0.976686, -0.434204], [-3.257079, -1.204741, -1.021443], [-2.841774, -2.567105, -1.604218], [-2.855214, -1.624905, -1.790798], [-0.361436, 0.474862, 1.338817], [-1.733727, 1.014891, 1.147041], [-1.012014, 1.039296, 1.786645], [2.452458, 0.327889, 2.983409], [3.851503, 0.704520, 2.463051], [3.206693, -0.008525, 2.458820]], "forces_ev_per_a": [[1.6, -0.7, -0.6], [0.7, -1.1, 0.7], [-0.9, 0.3, -1.2], [-0.4, -0.8, 0.7], [1.6, 0.3, -0.8], [2.5, -1.5, -3.1], [-1.4, 1.2, -0.1], [-0.6, 0.1, -1.3], [-0.6, 0.4, 0.7], [0.0, 0.5, 0.3], [0.4, 0.2, 0.4], [-0.2, 0.6, -0.4], [0.0, -0.1, 0.5], [0.5, 0.3, 0.2], [0.2, -0.3, 0.1], [0.4, 0.6, 0.3], [-0.2, 0.5, 1.3], [0.9, 0.3, 0.0], [-0.3, -0.6, 0.1], [0.2, 0.1, 0.3], [0.2, 0.2, 0.2], [-0.6, -0.3, 0.3], [-0.2, 0.0, -0.4], [0.4, 0.1, 0.2], [-0.5, 0.1, -0.2], [0.0, -0.3, -0.1], [0.1, -0.3, 0.1], [-0.1, -0.1, 0.1], [-0.1, -0.1, 0.1], [-0.1, 0.1, 0.1], [0.3, 0.0, 0.3], [-0.4, -0.1, -0.2], [0.3, 0.1, 0.1], [0.1, 0.0, 0.1], [-0.2, 0.4, 0.3], [0.0, 0.2, -0.1], [0.8, -0.1, -1.0], [-0.4, -0.3, 0.3], [0.1, -0.2, -0.4], [0.2, 0.6, -0.3], [-1.3, -0.1, 0.8], [0.2, 0.0, -0.5], [-2.3, -0.2, 1.0], [-0.2, 0.1, 0.1], [-0.2, -0.1, 0.2], [-0.7, -0.6, 0.5], [0.0, 0.2, 0.3], [-0.3, 0.1, -0.1], [0.0, 0.0, -0.1], [0.4, 0.5, -0.3], [0.1, 0.0, 0.5], [-0.2, -0.3, 0.2]], "e_above_lowest_ev": 2.527, "fmax_ev_per_a": 4.30, "smiles": "CCN/C=C/CCN.O.O.O.O.O.O.O.O.O.O", "homo_lumo_gap_ev": 8.6}


No. 3
{"formula": "C2H4Cl3NO", "method": "ωB97M-V/def2-TZVPD", "elements": ["C", "C", "N", "O", "Cl", "Cl", "Cl", "H", "H", "H", "H"], "xyz": [[-1.377952, 0.376246, -0.247482], [2.226472, -0.018829, 0.022920], [-0.585535, 0.720126, 0.838386], [-2.255531, -0.792725, -0.308254], [1.817149, -0.056234, -1.641920], [2.669098, -1.525761, 0.689380], [3.099307, 1.328344, 0.547127], [-0.572002, 0.057616, -0.982058], [-1.870071, 1.253452, -0.796055], [-0.741622, -0.067141, 1.438819], [-2.409310, -1.275098, 0.439141]], "forces_ev_per_a": [[0.3, -0.5, -2.8], [-0.1, -0.2, -0.4], [-0.8, 0.2, 0.0], [0.7, 3.0, -3.1], [0.0, 0.0, 0.0], [-0.1, -0.1, 0.2], [0.1, 0.3, 0.2], [-0.6, 0.5, 0.1], [0.3, -1.1, 1.1], [0.4, -0.6, 1.2], [-0.3, -1.5, 3.5]], "e_above_lowest_ev": 3.956, "fmax_ev_per_a": 4.41, "homo_lumo_gap_ev": [8.7, 8.1]}